[1]
One molecule with the formula C3H6N4 in a non-equilibrium geometry. Source: the Open Molecules 2025 dataset; level of theory: ωB97M-V with the def2-TZVPD basis set.

Cartesian coordinates (Å):
C: 1.9962 0.0170 -0.0613
C: -0.2137 -0.9902 -0.0056
C: -1.4009 1.1433 -0.0226
H: 2.4764 -0.8403 -0.5792
H: 2.6100 1.0605 -0.2826
H: 2.2191 -0.4078 0.9726
H: 0.3441 -1.8983 0.3659
H: -3.0297 -0.1568 -0.1990
H: -1.8816 2.0629 0.4660
N: 0.5792 0.0872 -0.4624
N: -1.4595 -1.2224 0.0531
N: -2.0764 -0.0439 -0.3174
N: -0.1633 1.1886 0.0724

Forces on atoms 1 to 3 (eV/Å):
C 1.91 0.64 0.36
C 3.12 -4.90 0.87
C -2.27 0.50 1.76

The calculation puts the relative energy (zero: lowest compared OMol25 entry of this formula, charge and spin) at 355.9 kJ/mol. The SMILES is CN1C=NNC=N1. The calculation puts the highest occupied orbital energy at -8.167 eV. The value obtained for the total energy is -336.813700 a.u. As for the HOMO-LUMO gap: 9.2598 eV. As for the spin multiplicity: 1. The LUMO energy is 1.1 eV.

These are the Löwdin partial charges, in e, on atoms 1 to 8: -0.1082 -0.2388 -0.2220 0.0689 0.1398 0.0798 0.1289 0.0903

***

[2]
One molecule with the formula C3H6N4 in a non-equilibrium geometry. Source: the Open Molecules 2025 dataset; level of theory: ωB97M-V with the def2-TZVPD basis set.

Cartesian coordinates (Å):
C: 1.3420 -1.0878 -0.2049
C: 0.5615 1.2274 -0.3728
C: 1.3706 0.4019 0.5007
N: 0.3255 -1.6692 -0.4905
N: -0.6651 0.9508 -0.4987
N: -1.1950 0.0663 0.2432
N: -2.3640 -0.4255 0.0420
H: 2.2422 -1.5009 -0.5048
H: 0.9673 2.0454 -0.9267
H: 0.8345 0.2033 1.4190
H: 2.3599 0.7391 0.4956
H: -2.7338 -0.7403 0.9411
H: -3.0457 -0.2104 -0.6430

Forces on atoms 1 to 3 (eV/Å):
C -0.62 1.70 0.76
C 1.96 -0.19 1.35
C -0.99 -1.29 -1.51

The calculation puts the relative energy (zero: lowest compared OMol25 entry of this formula, charge and spin) at 517.3 kJ/mol. The calculation puts the highest occupied orbital energy (spin up / spin down) at -8.411 / -7.404 eV. The value obtained for the total energy is -336.752206 a.u. As for the HOMO-LUMO gap (spin up / spin down): 8.5133 / 7.6886 eV. As for the spin multiplicity: 1. The LUMO energy (spin up / spin down) is 0.1 / 0.3 eV.

These are the Löwdin partial charges, in e, on atoms 1 to 8: -0.2714 -0.2050 -0.1310 0.1423 -0.0161 -0.1273 0.0578 0.0706

***

[3]
One molecule with the formula C3H6N4 in a non-equilibrium geometry. Source: the Open Molecules 2025 dataset; level of theory: ωB97M-V with the def2-TZVPD basis set.

Cartesian coordinates (Å):
C: 0.9903 -1.7003 0.1027
C: 0.7261 0.4769 0.0943
C: -0.6639 -0.2097 0.0115
N: 1.6397 -0.5347 0.0763
N: -0.3944 -1.5373 0.0233
N: 0.9922 1.8236 0.1396
N: -1.8660 0.4195 0.0237
H: 1.6075 -2.5931 0.1777
H: -0.9553 -2.1794 0.4071
H: 0.1963 2.2500 -0.3022
H: 1.9892 2.1223 -0.0022
H: -1.7696 1.4557 0.0359
H: -2.4921 0.2066 -0.7877

Forces on atoms 1 to 3 (eV/Å):
C 0.74 1.45 -0.18
C -3.61 -4.72 -0.77
C 6.31 3.05 0.39

The calculation puts the relative energy (zero: lowest compared OMol25 entry of this formula, charge and spin) at 141.8 kJ/mol. The SMILES is Nc1nc[nH]c1N. The calculation puts the highest occupied orbital energy at -6.459 eV. The value obtained for the total energy is -336.895224 a.u. As for the HOMO-LUMO gap: 7.2948 eV. As for the spin multiplicity: 1. The LUMO energy is 0.8 eV.

These are the Löwdin partial charges, in e, on atoms 1 to 8: -0.2050 -0.3366 -0.3162 0.0529 0.0903 0.0736 0.0633 0.1032

***

[4]
One molecule with the formula C3H6N4 in a non-equilibrium geometry. Source: the Open Molecules 2025 dataset; level of theory: ωB97M-V with the def2-TZVPD basis set.

Cartesian coordinates (Å):
C: 0.5591 0.1865 0.0650
C: 1.2751 -0.8600 -0.7416
C: -0.9262 0.2395 0.0301
N: -1.5540 0.7532 1.1265
N: 1.3471 1.3942 0.5724
N: 1.2322 0.5598 1.4265
N: -1.6258 -0.1176 -0.9729
H: -1.0493 1.0314 1.9498
H: -2.5527 0.6219 1.1614
H: -1.0912 -0.4638 -1.7603
H: 2.3303 -0.9053 -0.4615
H: 0.8160 -1.8366 -0.5942
H: 1.2395 -0.6032 -1.8012

Forces on atoms 1 to 3 (eV/Å):
C 1.25 0.36 1.84
C 0.17 0.51 -0.10
C 0.06 0.57 -0.29

The calculation puts the relative energy (zero: lowest compared OMol25 entry of this formula, charge and spin) at 205.2 kJ/mol. The SMILES is [H]/N=C(/N)C1(C)N=N1. The calculation puts the highest occupied orbital energy at -9.233 eV. The value obtained for the total energy is -336.871086 a.u. As for the HOMO-LUMO gap: 9.7092 eV. As for the spin multiplicity: 1. The LUMO energy is 0.5 eV.

These are the Löwdin partial charges, in e, on atoms 1 to 8: -0.3761 -0.0531 -0.4973 0.1262 0.1222 0.1117 0.1173 0.0756

***

[5]
One molecule with the formula C3H6N4 in a non-equilibrium geometry. Source: the Open Molecules 2025 dataset; level of theory: ωB97M-V with the def2-TZVPD basis set.

Cartesian coordinates (Å):
C: 0.3736 1.0954 -0.5841
C: 0.0722 0.0490 0.3947
C: -1.0085 0.1785 1.4928
N: 1.1372 -0.9079 0.5459
N: 1.3117 -1.4578 -0.5561
N: 0.5221 -1.0649 -1.5177
N: -0.4474 -0.0657 -1.0036
H: -0.0341 2.0601 -0.6683
H: 1.3500 1.3383 -1.0100
H: -1.0537 -0.9138 1.8929
H: -1.7543 0.5488 0.8741
H: -0.5408 0.8488 2.2612
H: 0.0720 -1.7088 -2.1219

Forces on atoms 1 to 3 (eV/Å):
C 1.04 1.04 -0.94
C -0.36 -1.20 0.81
C 4.17 -2.00 0.64

The calculation puts the relative energy (zero: lowest compared OMol25 entry of this formula, charge and spin) at 360.3 kJ/mol. The calculation puts the highest occupied orbital energy (spin up / spin down) at -5.783 / -9.316 eV. The value obtained for the total energy is -336.650593 a.u. As for the HOMO-LUMO gap (spin up / spin down): 6.8754 / 7.0132 eV. As for the spin multiplicity: 3. The LUMO energy (spin up / spin down) is 1.1 / -2.3 eV.

These are the Löwdin partial charges, in e, on atoms 1 to 8: -0.0620 -0.5126 0.0027 0.0268 -0.1085 0.0114 0.0654 0.0879

***

[6]
An isolated ion of composition C3H6N4 and charge +2 in a non-equilibrium geometry. Source: the Open Molecules 2025 dataset; level of theory: ωB97M-V with the def2-TZVPD basis set.

Cartesian coordinates (Å):
C: -1.5083 -0.7709 0.7420
C: 0.4843 0.3346 -0.3814
C: 1.9390 0.2994 -0.0542
N: -3.5397 0.1322 -0.1228
N: -2.5138 -0.2172 0.1663
N: -0.1203 0.9554 -1.2398
N: -0.2116 -0.6514 0.4429
H: -1.8642 -1.4946 1.4109
H: 2.3041 0.9717 0.7780
H: 2.5315 0.6714 -0.9250
H: 2.2180 -0.7666 0.1037
H: -0.2879 1.6126 -1.9871
H: 0.5688 -1.0767 1.0664

Forces on atoms 1 to 3 (eV/Å):
C 5.58 -2.01 0.53
C 1.48 -0.13 -0.19
C 1.66 0.46 -0.40

The calculation puts the relative energy (zero: lowest compared OMol25 entry of this formula, charge and spin) at 526.9 kJ/mol. The SMILES is [H]/N=C(C)/[NH+]=C\[N+]#N. The calculation puts the highest occupied orbital energy (spin up / spin down) at -20.744 / -19.316 eV. Its net charge is +2. The value obtained for the total energy is -336.035888 a.u. As for the HOMO-LUMO gap (spin up / spin down): 7.5070 / 5.2766 eV. As for the spin multiplicity: 1. The LUMO energy (spin up / spin down) is -13.2 / -14.0 eV.

These are the Löwdin partial charges, in e, on atoms 1 to 8: 0.0391 -0.3497 0.0274 0.5441 0.1483 0.3672 0.2396 0.1858

***

[7]
One molecule with the formula C3H6N4O in a non-equilibrium geometry. Source: the Open Molecules 2025 dataset; level of theory: ωB97M-V with the def2-TZVPD basis set.

Cartesian coordinates (Å):
C: -2.2402 -0.3824 -0.5506
C: 1.1626 -0.4255 -0.1909
C: 0.0920 1.6878 -0.0532
H: -3.2774 -0.5206 -0.4938
H: -2.0943 0.6271 -1.1149
H: 0.2436 -1.8858 0.6331
H: 1.4458 1.4066 -1.5884
H: -0.0929 2.7227 -0.6090
H: 0.1340 0.4394 1.4948
N: -1.4994 -1.1233 0.1789
N: -0.1161 -1.1082 0.2296
N: 0.8349 0.7226 -0.7843
N: -0.4469 1.4439 1.1600
O: 2.2684 -0.9518 0.1195

Forces on atoms 1 to 3 (eV/Å):
C 1.32 2.60 -0.17
C 0.65 -3.68 1.72
C -2.58 0.18 3.36

The calculation puts the relative energy (zero: lowest compared OMol25 entry of this formula, charge and spin) at 514.8 kJ/mol. The SMILES is [H]/N=C\NC(=O)NN=C. The calculation puts the highest occupied orbital energy at -9.501 eV. The value obtained for the total energy is -412.012856 a.u. As for the HOMO-LUMO gap: 9.5290 eV. As for the spin multiplicity: 1. The LUMO energy is 0.0 eV.

These are the Löwdin partial charges, in e, on atoms 1 to 8: -0.0571 -0.4832 -0.3110 0.0366 0.0932 0.0753 0.2597 0.1429

***

[8]
One molecule with the formula C3H6N4O in a non-equilibrium geometry. Source: the Open Molecules 2025 dataset; level of theory: ωB97M-V with the def2-TZVPD basis set.

Cartesian coordinates (Å):
C: -1.0710 -0.2658 -0.0045
C: -0.5802 -1.5263 0.0038
C: 1.2222 -0.1432 -0.0165
H: -2.9018 0.2345 0.9619
H: -2.9395 -0.3014 -0.6844
H: -1.0614 -2.5280 -0.0312
H: 2.5330 1.1798 0.0052
H: -0.2206 2.1706 -0.9498
H: -0.7776 2.2562 0.6867
N: -2.3832 0.2692 -0.0288
N: 2.5118 0.1366 0.0375
N: 0.0500 0.5537 -0.0014
N: 0.0949 1.9827 0.0052
O: 0.7533 -1.4994 0.0033

Forces on atoms 1 to 3 (eV/Å):
C -0.54 -1.43 0.31
C -1.90 -0.01 -0.10
C 1.76 -1.79 0.76

The calculation puts the relative energy (zero: lowest compared OMol25 entry of this formula, charge and spin) at 296.1 kJ/mol. The SMILES is [H]/N=c1/occ(N)n1N. The calculation puts the highest occupied orbital energy at -7.684 eV. The value obtained for the total energy is -412.096150 a.u. As for the HOMO-LUMO gap: 8.0804 eV. As for the spin multiplicity: 1. The LUMO energy is 0.4 eV.

These are the Löwdin partial charges, in e, on atoms 1 to 8: -0.3389 -0.0941 -0.3864 0.1467 0.0856 0.1396 0.0339 0.0866

***

Which value of relative energy (zero: lowest compared OMol25 entry of this formula, charge and spin) does entry 5 give?
360.3 kJ/mol